One molecule with the formula C17H27N3O4S, computed with the ωB97M-V functional and the def2-TZVPD basis.

Values from the calculation:
HOMO level ... -0.34505 Ha
LUMO ... 0.7 eV
Energy relative to the best compared isomer or geometry (same formula, charge and spin) ... 37.0 kcal/mol
Gap between HOMO and LUMO ... 10.1 eV

Structure (ORCA input):
```
! wB97M-V def2-TZVPD RIJCOSX def2/J DEFGRID3
* xyz 0 1
C -5.24831 -0.52153 -2.07293
C -5.18816 0.27652 -0.82632
N -6.25219 0.71040 -0.20580
O -5.84445 1.39191 0.89676
C -4.51123 1.38208 0.96140
C -3.81102 2.05273 2.07547
C -4.02356 0.68203 -0.11258
S -2.31138 0.41682 -0.44696
O -2.17230 -0.12131 -1.77275
O -1.59344 1.62272 -0.14687
N -1.95090 -0.68382 0.76293
C -2.46007 -2.02015 0.52418
C -1.59469 -2.81644 -0.45304
C -0.13640 -2.80518 -0.00165
C 0.34152 -1.36212 0.16813
C 1.77387 -1.30676 0.68914
O 2.21349 -2.11003 1.48666
N 2.48259 -0.26584 0.21358
C 3.84982 0.01008 0.60587
C 3.98924 1.44345 1.12642
C 3.83896 2.47481 0.00989
C 4.83870 2.20400 -1.11038
C 4.65180 0.79523 -1.66505
C 4.81731 -0.24095 -0.55659
C -0.56777 -0.65975 1.18611
H -6.02286 -0.12963 -2.72645
H -4.28098 -0.49388 -2.56698
H -5.49850 -1.55585 -1.83904
H -4.40850 2.88147 2.44652
H -3.64762 1.34772 2.89013
H -2.84472 2.40164 1.72030
H -3.47649 -1.91191 0.13996
H -2.50396 -2.52803 1.49335
H -1.96663 -3.84025 -0.51339
H -1.67217 -2.35821 -1.44013
H 0.48743 -3.31714 -0.73645
H -0.02270 -3.32377 0.95274
H 0.25706 -0.83206 -0.78640
H 2.05053 0.37369 -0.43336
H 4.06453 -0.69958 1.41264
H 4.97678 1.54791 1.57982
H 3.24223 1.61950 1.90293
H 4.00159 3.47438 0.41804
H 2.82301 2.45019 -0.39120
H 4.71182 2.93880 -1.90785
H 5.85409 2.30528 -0.72011
H 5.38484 0.60551 -2.45171
H 3.65984 0.70611 -2.11335
H 5.83759 -0.19676 -0.17102
H 4.64922 -1.24526 -0.94951
H -0.29321 0.39016 1.29806
H -0.49364 -1.15894 2.15685
*
```

---

C4H2CaO as an isolated structure, computed with the ωB97M-V functional and the def2-TZVPD basis.

Values from the calculation:
HOMO level (spin up / spin down) ... -0.21410 / -0.21406 Ha
LUMO (spin up / spin down) ... -1.4 / -1.4 eV
Energy relative to the best compared isomer or geometry (same formula, charge and spin) ... 12.4 kcal/mol
Gap between HOMO and LUMO (spin up / spin down) ... 4.5 / 4.5 eV

Structure (ORCA input):
```
! wB97M-V def2-TZVPD RIJCOSX def2/J DEFGRID3
* xyz 0 1
C 1.24780 -0.76898 1.51594
C 2.37791 -1.06332 1.09307
H 3.42753 -1.12583 0.85445
O 0.40831 1.48566 -0.26555
C -0.18275 0.37528 -0.23233
C 0.32821 -0.80388 0.35802
H -0.22064 -1.73456 0.17822
Ca -2.29856 0.24609 -1.12796
*
```

---

One molecule with the formula C3H4N2S, computed with the ωB97M-V functional and the def2-TZVPD basis.

Values from the calculation:
HOMO level (spin up / spin down) ... -0.28708 / -0.33784 Ha
LUMO (spin up / spin down) ... 0.7 / -2.3 eV
Energy relative to the best compared isomer or geometry (same formula, charge and spin) ... 22.7 kcal/mol
⟨S²⟩ ... 2.015
Gap between HOMO and LUMO (spin up / spin down) ... 8.5 / 6.9 eV

Structure (ORCA input):
```
! wB97M-V def2-TZVPD RIJCOSX def2/J DEFGRID3
* xyz 0 3
C -0.42104 -0.27749 0.45670
C -0.49207 -0.95209 -0.70895
C 0.52831 0.91602 0.18638
N -1.05154 -0.52083 1.50648
N 0.30147 -1.49294 -1.42547
S -0.27916 2.13117 -0.76038
H 0.85561 1.21754 1.23986
H 1.41755 0.44753 -0.33996
H -1.03945 0.21726 2.20484
H 0.18031 -1.68617 -2.35949
*
```

---

Copy entry 2 word for word.
C4H2CaO as an isolated structure, computed with the ωB97M-V functional and the def2-TZVPD basis.

Values from the calculation:
HOMO level (spin up / spin down) ... -0.21410 / -0.21406 Ha
LUMO (spin up / spin down) ... -1.4 / -1.4 eV
Energy relative to the best compared isomer or geometry (same formula, charge and spin) ... 12.4 kcal/mol
Gap between HOMO and LUMO (spin up / spin down) ... 4.5 / 4.5 eV

Structure (ORCA input):
```
! wB97M-V def2-TZVPD RIJCOSX def2/J DEFGRID3
* xyz 0 1
C 1.24780 -0.76898 1.51594
C 2.37791 -1.06332 1.09307
H 3.42753 -1.12583 0.85445
O 0.40831 1.48566 -0.26555
C -0.18275 0.37528 -0.23233
C 0.32821 -0.80388 0.35802
H -0.22064 -1.73456 0.17822
Ca -2.29856 0.24609 -1.12796
*
```